The following is a quantum chemistry calculation of a molecular structure, C19H35AuN4O2P2S, from OMol25.

Each line ends with the Mulliken charge.
Atoms and positions in Å:
Au: -0.186 0.643 -0.925  0.31
C: 3.277 0.003 -0.627  -1.10
P: 2.081 1.322 -1.008  1.05
C: 2.812 2.123 -2.457  -1.41
C: 2.180 2.435 0.419  0.37
C: 3.082 3.493 0.416  -0.61
C: 3.132 4.364 1.491  -0.83
C: 2.284 4.189 2.572  -0.88
C: 1.391 3.131 2.588  -0.81
C: 1.332 2.247 1.515  0.16
P: 0.161 0.859 1.566  1.63
C: -1.262 1.358 2.590  -1.68
C: 1.016 -0.380 2.598  -1.04
H: 4.258 0.448 -0.449  0.44
H: 3.340 -0.680 -1.475  0.43
H: 2.969 -0.548 0.259  0.18
H: 3.864 2.342 -2.266  0.48
H: 2.260 3.032 -2.688  0.40
H: 2.738 1.421 -3.291  0.44
H: 3.733 3.653 -0.431  0.36
H: 3.823 5.191 1.476  0.45
H: 2.314 4.874 3.405  0.45
H: 0.736 2.998 3.435  0.41
H: -0.975 1.370 3.642  0.56
H: -2.053 0.619 2.450  0.39
H: -1.627 2.337 2.278  0.46
H: 1.449 0.139 3.456  0.47
H: 1.802 -0.871 2.027  0.21
H: 0.286 -1.121 2.923  0.40
C: -4.237 2.414 -0.251  -1.56
C: -2.853 2.122 -0.699  0.53
N: -2.399 0.916 -0.808  -0.09
O: -3.234 -0.111 -0.437  -0.36
C: -1.961 3.219 -1.039  0.55
C: -2.460 4.616 -1.261  -1.70
N: -0.714 2.946 -1.115  0.49
O: 0.320 3.577 -1.344  -0.58
H: -4.602 1.600 0.373  0.45
H: -4.899 2.485 -1.115  0.39
H: -4.287 3.352 0.295  0.41
H: -2.729 -0.936 -0.567  0.33
H: -3.406 4.611 -1.795  0.42
H: -1.722 5.166 -1.840  0.46
H: -2.593 5.135 -0.312  0.35
C: -0.663 -5.959 0.641  -1.17
N: -1.101 -4.622 0.282  0.12
C: -2.142 -4.095 1.138  -1.02
C: -0.482 -3.832 -0.591  0.37
S: -0.681 -2.121 -0.388  -0.37
N: 0.265 -4.300 -1.593  0.16
C: 1.166 -3.437 -2.322  -1.03
C: 0.023 -5.577 -2.243  -1.19
H: -0.572 -6.006 1.730  0.43
H: 0.307 -6.194 0.211  0.38
H: -1.398 -6.705 0.330  0.37
H: -2.781 -4.915 1.449  0.39
H: -2.743 -3.366 0.597  0.37
H: -1.725 -3.616 2.026  0.28
H: 1.493 -2.615 -1.689  0.21
H: 0.682 -3.026 -3.212  0.35
H: 2.034 -4.015 -2.634  0.41
H: -0.927 -6.004 -1.935  0.39
H: 0.829 -6.288 -2.049  0.35
H: -0.022 -5.408 -3.321  0.41

Its LUMO energy (alpha / beta) is -5.624 / -8.299 eV. As for the multiplicity: 3. The total energy is -63414.111 eV. As for the expectation value of S²: 2.02. Its total charge is +2. Its orbital gap (alpha / beta) is 7.99 / 5.52 eV.